DFT (the ωB97M-V functional and the def2-TZVPD basis) results for C5H10N2O as an isolated structure.

## Properties
2S+1 ... 1
Molar mass ... 114.1 g/mol
LUMO ... 0.265 eV
Relative energy (zero: lowest compared OMol25 entry of this formula, charge and spin) ... 808.3 kJ/mol
HOMO ... -7.8882 eV
Total charge ... 0
E ... -380.9776 hartree
Orbital gap ... 0.300 Ha

Geometry as XYZ:
```
18
Properties=species:S:1:pos:R:3:forces:R:3
C -0.5943 1.4432 0.8222 4.13 -2.79 -1.57
C -1.9196 -0.6257 -0.0468 1.55 2.45 1.10
C 0.5168 -1.1678 0.1649 0.35 1.52 -2.39
C 0.9035 -1.7241 1.2752 1.80 0.21 4.59
C 1.5377 0.0854 -1.8928 -1.61 0.74 1.14
H 0.3923 1.0183 1.4012 -3.19 0.29 -0.45
H 0.0802 1.5899 -0.1492 -2.27 -0.10 1.23
H -0.8119 2.3719 1.2262 -0.40 1.71 0.73
H -2.6376 1.7747 0.4573 2.08 -5.30 0.56
H -3.0235 -1.0933 -0.1531 2.90 1.09 -0.20
H 0.2940 -2.3948 2.0267 1.27 1.84 -1.78
H 1.9147 -1.0515 1.6141 -2.53 -2.93 -0.56
H 1.4611 -0.6300 -2.8765 0.75 1.38 2.82
H 2.5071 0.8866 -1.8794 -3.17 -2.28 -0.37
H 0.3507 0.5731 -1.8380 3.82 -0.85 -0.40
N -1.8985 0.6791 0.7097 -1.05 3.03 -1.55
N -0.7744 -1.1415 -0.3694 -2.06 -0.82 0.14
O 1.7017 -0.5934 -0.4923 -2.38 0.80 -3.03
```
Forces are in eV/Å.

---

DFT (the ωB97M-V functional and the def2-TZVPD basis) results for one molecule with the formula C3H8N4O.

## Properties
2S+1 ... 1
Molar mass ... 116.1 g/mol
LUMO (alpha / beta) ... 0.766 / 0.766 eV
Relative energy (zero: lowest compared OMol25 entry of this formula, charge and spin) ... 434.9 kJ/mol
HOMO (alpha / beta) ... -7.3722 / -7.3761 eV
Total charge ... 0
E ... -413.2504 hartree
Orbital gap (alpha / beta) ... 0.299 / 0.299 Ha

Geometry as XYZ:
```
16
Properties=species:S:1:pos:R:3:forces:R:3
C 0.4075 -1.3729 1.4256 -0.15 0.08 -0.18
N -0.2790 1.2763 -1.1039 -0.36 -0.24 -0.47
N 1.9561 0.1220 -1.5631 1.04 -1.26 -0.97
N 1.6108 -0.5900 -0.5468 -0.11 1.79 0.66
C -0.5086 0.4425 -0.1211 -0.37 0.95 -0.65
C 0.4968 -0.5200 0.1977 0.39 -0.69 -0.01
N -1.6349 0.5264 0.6639 -0.17 0.10 0.09
O -1.3186 2.2235 -1.3064 -0.14 -0.46 0.59
H -1.1629 2.5194 -2.2116 0.12 -0.09 0.24
H 1.1486 0.4336 -2.1026 -0.04 0.17 0.90
H 2.4199 -1.0045 -0.0729 -0.37 -0.24 -0.27
H -1.8682 -0.2333 1.2778 0.10 -0.08 -0.12
H -2.4207 0.9750 0.2210 0.03 0.11 0.04
H -0.4593 -2.0356 1.3864 0.02 -0.14 0.08
H 1.2917 -1.9999 1.5301 0.03 -0.04 -0.02
H 0.3211 -0.7623 2.3261 -0.01 0.02 0.07
```
Forces are in eV/Å.

---

DFT (the ωB97M-V functional and the def2-TZVPD basis) results for C7H36B2CrO7 as an isolated structure.

## Properties
2S+1 ... 4
Molar mass ... 306.0 g/mol
LUMO (alpha / beta) ... -7.328 / -5.540 eV
Relative energy (zero: lowest compared OMol25 entry of this formula, charge and spin) ... 677.3 kJ/mol
HOMO (alpha / beta) ... -12.1073 / -12.1075 eV
Total charge ... +1
E ... -1908.4585 hartree
Orbital gap (alpha / beta) ... 0.176 / 0.241 Ha

Geometry as XYZ:
```
53
Properties=species:S:1:pos:R:3:forces:R:3
Cr -0.4336 2.0515 -1.4727 1.99 -3.12 0.11
B -1.3929 1.3669 -3.2479 -0.44 -0.39 -0.55
H -1.8986 1.2399 -4.1926 -1.67 0.06 -2.98
H -2.0249 1.6773 -2.4302 -3.28 1.64 3.33
H -0.9546 0.4287 -2.9448 1.92 -3.44 1.04
H -0.5986 2.0937 -3.3195 3.20 3.63 -0.59
B -0.7145 0.2539 -0.2108 -1.53 0.87 0.69
H -1.4647 0.3933 -0.9737 -3.28 -0.16 -2.61
H -0.5303 -0.7527 0.1315 0.56 -3.59 0.56
H 0.2475 0.5150 -0.6239 4.30 1.10 -1.80
H -0.9283 0.8992 0.6271 -0.67 2.40 3.05
C 0.2645 -0.9754 4.0136 -2.98 -1.37 0.10
O 1.4829 -0.5592 4.3362 4.07 1.67 0.46
H 0.0428 -0.7262 2.9759 -0.16 0.07 0.01
H 0.1872 -2.0545 4.1466 -0.30 -0.34 -0.29
H -0.4649 -0.5437 4.6989 -0.59 0.15 -0.33
H 1.6037 -0.4607 5.2834 -0.06 -0.14 -0.06
C -1.6292 -3.8094 0.4090 -0.31 -0.48 0.36
O -2.4641 -2.7054 0.7713 0.42 -0.29 0.14
H -1.3614 -4.4433 1.2543 -0.20 0.38 0.60
H -2.2120 -4.4942 -0.2070 0.24 0.23 -0.57
H -0.6578 -3.5463 -0.0096 -0.23 0.29 -0.49
H -2.0885 -1.8850 0.4436 0.07 -0.12 -0.04
C 2.1281 2.0703 0.4333 1.27 0.97 0.20
O 0.8404 2.6169 0.1596 -1.51 -0.28 -1.86
H 2.1864 1.8994 1.5082 0.26 -0.03 -0.12
H 2.4454 1.1752 -0.1018 -0.80 0.03 -0.11
H 2.7418 2.9090 0.1047 0.90 -0.44 0.48
H 0.5891 3.0937 0.9541 -0.42 0.77 0.46
C -3.4863 -1.9297 -3.2702 -1.38 -1.26 0.34
O -3.4407 -0.8473 -4.1462 1.16 0.71 -0.15
H -3.2174 -2.8923 -3.7052 0.28 0.06 -0.44
H -2.8628 -1.8171 -2.3832 -0.18 0.22 0.21
H -4.5477 -2.0130 -3.0368 0.08 -0.35 0.76
H -2.7310 -0.3225 -3.7688 -0.16 0.34 -0.73
C -0.2225 2.8824 3.0700 -0.58 -1.99 1.15
O 0.5144 3.9460 2.6237 1.11 1.35 -0.75
H 0.0565 2.5561 4.0719 -0.21 0.41 0.42
H -1.2905 3.0931 3.0128 -0.11 -0.43 -0.05
H 0.0941 1.9960 2.5204 -0.56 -0.05 -0.47
H 0.4067 4.6652 3.2505 0.19 0.32 -0.20
C 2.3235 -1.8841 0.8237 1.11 0.14 0.54
O 3.7119 -1.7666 1.2036 -0.60 -0.06 -0.25
H 2.0484 -0.9865 0.2698 -0.30 -0.09 -0.22
H 2.2339 -2.7823 0.2126 -0.14 0.15 -0.02
H 1.6935 -1.9563 1.7102 -0.14 -0.13 -0.11
H 3.7477 -1.3756 2.0796 0.01 -0.02 0.10
C 1.9835 0.2900 -2.8773 1.00 -2.90 0.37
O 1.4448 1.5155 -2.4742 -0.34 1.78 0.23
H 2.2408 -0.2777 -1.9831 -0.01 -0.10 0.09
H 1.3487 -0.3706 -3.4678 -0.45 0.61 -0.11
H 2.9250 0.4201 -3.4110 -0.16 0.31 -0.12
H 2.0846 2.1296 -2.8419 -0.40 0.90 0.21
```
Forces are in eV/Å.

---

DFT (the ωB97M-V functional and the def2-TZVPD basis) results for one molecule with the formula C4H9N3O2.

## Properties
2S+1 ... 1
Molar mass ... 131.1 g/mol
LUMO ... 0.860 eV
Relative energy (zero: lowest compared OMol25 entry of this formula, charge and spin) ... 481.6 kJ/mol
HOMO ... -8.9338 eV
Total charge ... 0
E ... -472.4102 hartree
Orbital gap ... 0.360 Ha

Geometry as XYZ:
```
18
Properties=species:S:1:pos:R:3:forces:R:3
C 1.5622 -0.7785 -0.5325 0.28 -0.56 0.61
C -0.2451 0.0090 1.0161 0.72 -0.72 0.73
C -1.7054 -0.2514 1.2046 -0.17 0.33 -0.64
C -1.1905 0.9031 0.3406 -1.79 0.41 0.42
H 0.9947 1.6521 -0.6905 -0.13 0.78 0.51
H 1.8850 1.9159 -2.0501 -0.28 -0.22 0.21
H 2.2365 -1.5998 -0.3483 0.03 -0.34 -0.14
H -0.1769 -2.8180 0.1499 1.23 1.38 1.26
H 0.2424 0.3264 1.9387 0.60 0.03 -0.46
H -2.2234 -0.1082 2.1570 0.48 0.12 -0.39
H -1.9931 -1.1124 0.6217 -0.46 0.07 0.00
H -1.3718 1.8951 0.7585 0.31 -0.08 -0.03
H -0.6125 0.9867 -1.5453 -0.70 -0.21 0.69
N 1.2472 1.2738 -1.5818 0.46 -0.93 -0.08
N 2.0139 0.0970 -1.3019 0.39 1.48 -1.03
N 0.3555 -0.9468 0.1320 0.16 -0.27 0.46
O 0.4063 -2.2253 0.7362 -1.40 -1.47 -0.98
O -1.4251 0.7811 -1.0048 0.25 0.20 -1.12
```
Forces are in eV/Å.

---

DFT (the ωB97M-V functional and the def2-TZVPD basis) results for C37H38AsIrN6O4SSe as an isolated structure.

## Properties
2S+1 ... 1
Molar mass ... 1008.9 g/mol
LUMO ... -6.180 eV
Relative energy (zero: lowest compared OMol25 entry of this formula, charge and spin) ... 105.9 kJ/mol
HOMO ... -13.1247 eV
Total charge ... +2
E ... -7201.4532 hartree
Orbital gap ... 0.255 Ha

Geometry as XYZ:
```
89
Properties=species:S:1:pos:R:3:forces:R:3
Ir -0.3772 -1.4318 0.5848 0.52 -0.60 0.87
N 2.0106 0.8484 4.4347 -0.34 0.25 0.16
C 1.3849 -0.3713 3.8614 0.03 0.07 0.13
C 0.0508 -0.6327 4.5406 -0.12 -0.04 -0.05
C -0.7028 -1.8346 3.9492 0.11 0.08 -0.07
N -1.3762 -1.5064 2.6470 0.17 -0.26 -0.03
C 0.2149 -3.0437 3.7914 -0.08 -0.01 -0.05
C 1.5674 -2.7023 3.1730 -0.13 -0.07 0.01
N 1.3895 -2.3742 1.7257 0.06 0.79 -0.26
C 2.2702 -1.5858 3.9292 0.04 -0.10 -0.12
H 1.4350 1.6862 3.9086 0.32 -0.36 -0.25
H 2.9938 0.9132 4.1826 0.03 0.06 -0.03
H 1.9376 0.8999 5.4481 0.03 -0.06 0.06
H 1.2043 -0.1146 2.8239 -0.02 0.08 -0.20
H -0.5758 0.2647 4.5255 0.00 -0.04 -0.05
H 0.2369 -0.8749 5.5928 -0.04 0.04 0.02
H -1.4959 -2.0748 4.6574 -0.03 -0.11 0.01
H -1.7873 -0.5810 2.7522 0.05 0.02 -0.05
H -2.1589 -2.1441 2.5216 -0.04 -0.03 0.12
H -0.2819 -3.8115 3.1896 0.00 0.01 0.05
H 0.3856 -3.4875 4.7739 0.01 0.02 0.01
H 2.1943 -3.5935 3.2279 0.01 -0.03 -0.08
H 1.3099 -3.2654 1.2421 0.18 -0.06 -0.06
H 2.2431 -1.9711 1.3341 0.06 0.02 0.16
H 3.2519 -1.3898 3.4845 -0.03 0.00 -0.02
H 2.4335 -1.9074 4.9618 0.02 0.00 0.00
S 0.2090 -3.3388 -0.5878 -0.78 -0.21 -0.18
C 0.6233 -2.9221 -2.2628 0.24 0.16 0.09
C 0.7383 -3.9371 -3.2044 0.02 -0.07 -0.08
C 1.0243 -3.6054 -4.5228 -0.02 -0.08 0.03
C 1.1774 -2.2804 -4.9130 0.00 0.03 -0.03
C 1.0695 -1.2695 -3.9720 0.06 0.04 0.03
C 0.8125 -1.6017 -2.6477 -0.03 -0.10 0.08
As 0.7058 -0.3560 -1.2092 0.36 -0.14 -0.08
C 2.5047 -0.1225 -0.5474 0.05 0.10 -0.14
C 3.4046 -1.1698 -0.7405 0.05 0.03 -0.02
C 4.6782 -1.1005 -0.1886 0.00 0.02 0.02
C 5.0569 0.0145 0.5493 0.00 -0.02 -0.01
C 4.1620 1.0618 0.7344 -0.02 -0.01 0.03
C 2.8840 0.9942 0.1945 0.00 -0.07 0.06
C 0.0709 1.2613 -2.0145 -0.03 -0.02 -0.01
C -1.2070 1.2634 -2.5693 0.04 -0.01 0.03
C -1.6282 2.3456 -3.3248 -0.04 0.06 0.06
C -0.7821 3.4313 -3.5132 0.04 0.01 0.01
C 0.4946 3.4244 -2.9655 -0.07 0.04 -0.04
C 0.9309 2.3346 -2.2263 0.00 -0.02 0.08
H 0.5903 -4.9715 -2.9175 0.01 0.02 -0.01
H 1.1114 -4.3938 -5.2598 0.00 0.01 0.03
H 1.3780 -2.0399 -5.9483 0.00 0.00 0.02
H 1.1866 -0.2324 -4.2638 0.00 0.00 0.00
H 3.1238 -2.0343 -1.3306 -0.01 0.00 -0.02
H 5.3794 -1.9087 -0.3537 -0.02 0.02 0.01
H 6.0564 0.0759 0.9616 -0.03 0.00 -0.02
H 4.4642 1.9448 1.2848 0.00 -0.02 -0.02
H 2.1961 1.8128 0.3507 -0.02 0.02 0.01
H -1.8692 0.4180 -2.4373 -0.03 -0.06 0.00
H -2.6202 2.3464 -3.7569 0.00 0.00 0.00
H -1.1160 4.2792 -4.0978 0.01 -0.02 0.01
H 1.1612 4.2609 -3.1299 -0.01 -0.01 0.01
H 1.9397 2.3248 -1.8384 0.02 0.00 0.00
O 0.8032 2.4254 2.9304 -0.17 0.13 0.06
C 0.1064 2.1217 1.9222 0.19 0.09 -0.15
O -0.0536 0.9487 1.4807 -0.59 -0.11 0.07
C -0.5064 3.2908 1.2036 0.04 0.05 -0.05
C -0.0208 4.5811 1.4234 0.00 -0.08 0.01
C -0.5832 5.6649 0.7680 0.01 0.06 -0.01
C -1.6676 5.4874 -0.0798 -0.05 0.03 0.02
C -2.1532 4.2056 -0.2577 0.07 0.01 0.06
C -1.5712 3.1062 0.3389 0.02 -0.06 0.00
N -3.3455 3.9922 -1.0919 -0.09 -0.06 -0.15
O -3.7365 4.9126 -1.7714 0.08 -0.02 0.03
O -3.8672 2.8892 -1.0497 0.07 -0.01 0.01
H 0.8018 4.7230 2.1106 -0.02 0.00 0.00
H -0.1908 6.6596 0.9340 -0.02 -0.03 -0.01
H -2.1454 6.3188 -0.5791 0.01 -0.01 0.01
H -1.9494 2.1220 0.1268 -0.01 0.00 0.02
Se -3.3650 -0.0479 0.6816 0.06 0.10 0.01
N -2.2884 -1.2165 -0.2076 0.23 0.68 0.02
C -2.9628 -1.6434 -1.2764 -0.19 -0.17 0.02
C -2.5539 -2.5843 -2.2631 0.02 -0.05 -0.10
C -3.4044 -2.8812 -3.2785 0.00 0.02 0.01
C -4.7086 -2.2965 -3.4051 0.02 0.00 0.02
C -5.1597 -1.4282 -2.4759 -0.05 0.00 -0.04
C -4.3011 -1.0838 -1.3844 -0.04 0.08 0.12
N -4.6777 -0.2508 -0.4346 -0.06 -0.09 -0.18
H -1.6055 -3.0823 -2.1843 -0.16 0.07 -0.03
H -3.0897 -3.6057 -4.0196 -0.02 0.02 0.01
H -5.3313 -2.5762 -4.2439 0.01 0.00 0.01
H -6.1418 -0.9760 -2.5122 0.03 -0.02 -0.02
```
Forces are in eV/Å.

---

DFT (the ωB97M-V functional and the def2-TZVPD basis) results for a 2-piece molecular cluster, C30H30N3O2 overall.

## Properties
2S+1 ... 1
Molar mass ... 464.6 g/mol
LUMO ... -4.812 eV
Relative energy (zero: lowest compared OMol25 entry of this formula, charge and spin) ... 191.3 kJ/mol
HOMO ... -9.4793 eV
Total charge ... +1
E ... -1475.6761 hartree
Orbital gap ... 0.172 Ha

Geometry as XYZ:
```
65
Properties=species:S:1:pos:R:3:forces:R:3
H -0.5699 0.0832 3.8838 0.00 -0.69 -0.87
C -0.5710 -0.7270 3.0917 0.72 0.39 0.06
H 0.4425 -1.1501 3.0917 0.15 0.12 0.35
C -1.5127 -1.8163 3.4529 -1.40 -0.73 -0.40
C -2.5641 -2.1624 2.6694 0.78 -0.12 1.97
N -2.8284 -1.5338 1.5006 -0.82 0.08 -1.40
C -4.1552 -1.7157 0.8518 0.60 0.36 0.26
C -5.0311 -0.5595 1.2495 -0.30 0.08 0.09
C -4.9931 0.6300 0.5149 -0.01 -0.06 0.32
C -5.6206 1.7707 1.0196 -0.06 -0.17 -0.03
C -6.3088 1.7062 2.2367 0.04 -0.11 -0.02
C -6.3941 0.4983 2.9400 0.01 -0.10 -0.18
C -5.7627 -0.6411 2.4393 0.22 0.27 -0.09
C -1.9622 -0.5893 1.0259 0.03 -0.02 0.21
C -0.8437 -0.2154 1.6971 -0.59 0.11 -0.40
C 0.0949 0.6648 0.9532 -0.81 -0.05 -0.41
N 1.3057 0.9277 1.5622 0.42 -0.01 -0.17
O -0.2170 1.1477 -0.1304 0.58 -0.05 0.66
H -1.3513 -2.3573 4.3759 -0.01 -0.08 -0.05
H -3.2903 -2.9333 2.9468 0.47 0.21 0.00
H -4.0047 -1.7387 -0.2300 -0.04 -0.16 0.09
H -4.5685 -2.6640 1.2084 0.12 0.11 -0.23
H -4.4352 0.6496 -0.4294 -0.29 0.14 0.38
H -5.5752 2.7015 0.4514 -0.05 -0.24 0.24
H -6.7912 2.6000 2.6360 0.10 -0.25 -0.15
H -6.9564 0.4276 3.8744 0.14 0.12 -0.31
H -5.7855 -1.5966 2.9778 -0.10 0.45 -0.14
H -2.2602 -0.1888 0.0574 0.56 0.05 0.21
H 1.7017 0.2489 2.2066 -0.32 0.21 -0.23
H 1.9842 1.3282 0.9205 -0.19 -0.03 0.21
C 6.0612 0.6395 7.9134 -0.13 0.20 -0.20
O 5.4720 1.6119 7.0176 -0.98 -0.50 0.01
C 4.1439 1.4580 6.7589 0.19 0.26 0.29
C 3.3388 0.5006 7.4204 0.28 -0.01 -0.08
C 1.9952 0.3934 7.1151 -0.29 0.46 -0.07
C 1.3839 1.2557 6.1684 0.54 -0.46 -0.55
C -0.0329 1.2796 5.8870 -0.10 1.02 1.68
C -0.9716 1.1940 6.9141 0.06 -0.19 -0.48
C -2.4245 1.3260 6.8334 -0.23 0.15 0.29
C -3.2716 1.5576 5.7593 -0.77 -0.14 0.18
C -4.6530 1.6586 6.0166 0.32 0.03 0.01
C -5.1637 1.5630 7.3257 0.60 -0.14 0.22
C -4.3011 1.3791 8.4250 0.10 0.06 -0.26
C -2.9366 1.2770 8.1534 -0.20 0.11 -0.74
N -1.8325 1.1695 9.0268 1.86 -0.21 -1.19
C -1.8157 1.1702 10.4799 0.10 0.02 0.54
C -0.6854 1.1196 8.3011 -1.36 0.02 0.80
C 2.2204 2.1775 5.4829 -0.28 0.01 -0.01
C 3.5525 2.3302 5.8073 0.17 -0.50 0.25
H 7.1252 0.8646 7.9578 -0.16 0.05 -0.08
H 5.6247 0.7210 8.9155 0.11 0.03 -0.18
H 5.9075 -0.3709 7.5179 0.09 0.16 0.08
H 3.7663 -0.1655 8.1759 -0.21 0.27 -0.45
H 1.4073 -0.3627 7.6339 0.11 0.07 -0.28
H -0.3954 1.6454 4.9242 0.28 -0.14 0.19
H -2.8658 1.6544 4.7518 -0.27 -0.09 0.17
H -5.3468 1.8185 5.1835 0.37 -0.05 0.37
H -6.2419 1.6338 7.4924 0.44 0.00 -0.04
H -4.6571 1.3258 9.4548 -0.10 0.05 -0.38
H -2.8351 1.1568 10.8660 0.17 0.03 -0.08
H -1.2776 0.2886 10.8517 -0.27 0.15 -0.17
H -1.2859 2.0582 10.8544 -0.33 -0.18 -0.18
H 0.2844 1.0876 8.7851 -0.32 0.08 0.03
H 1.7593 2.8212 4.7245 0.29 -0.22 0.27
H 4.1629 3.0918 5.3299 -0.05 -0.20 0.07
```
Forces are in eV/Å.